The following is a DFT calculation (the ωB97M-V functional and the def2-TZVPD basis) of C20H27Br2N5O3Tm as an isolated structure in a non-equilibrium geometry.

```
! RIJCOSX wB97M-V def2-TZVPD def2/J DEFGRID3
* xyz 3 3
Tm 0.074 -1.013 -0.260
C 3.286 1.133 -3.305
N 3.044 1.733 -2.007
C 3.863 2.892 -1.710
C 2.159 1.227 -1.187
O 1.467 0.200 -1.456
C 1.930 1.865 0.183
O 1.054 0.970 0.869
C 1.008 1.139 2.285
C 0.407 -0.158 2.831
O 0.154 -1.070 1.983
N 0.187 -0.295 4.114
C 0.446 0.710 5.123
C -0.326 -1.540 4.654
H 4.360 1.020 -3.449
H 2.890 1.778 -4.091
H 2.804 0.159 -3.361
H 4.219 3.306 -2.651
H 4.733 2.612 -1.112
H 3.308 3.670 -1.191
H 1.459 2.852 0.074
H 2.879 1.974 0.722
H 0.395 2.012 2.542
H 2.019 1.271 2.695
H 0.663 1.687 4.708
H 1.288 0.403 5.747
H -0.432 0.792 5.765
H -0.337 -2.311 3.887
H -1.339 -1.397 5.033
H 0.304 -1.853 5.485
Br 2.613 -2.425 0.179
C 1.807 -4.172 0.460
Br -0.120 -3.944 0.197
H 2.004 -4.509 1.480
H 2.202 -4.875 -0.276
C -4.637 1.958 1.586
C -3.675 1.119 2.147
C -2.825 0.406 1.331
C -2.947 0.506 -0.069
C -3.942 1.335 -0.628
C -4.766 2.062 0.204
N -2.083 -0.266 -0.830
N -2.402 -0.392 -2.062
C -1.627 -1.133 -2.908
C -2.120 -1.295 -4.208
C -1.385 -2.034 -5.119
C -0.164 -2.557 -4.712
C 0.269 -2.333 -3.408
N -0.441 -1.664 -2.497
H -5.302 2.514 2.229
H -3.617 1.011 3.220
H -2.119 -0.311 1.750
H -4.035 1.392 -1.702
H -5.522 2.708 -0.214
H -3.066 -0.841 -4.463
H -1.752 -2.191 -6.123
H 0.446 -3.132 -5.394
H 1.239 -2.708 -3.089
*
```

Properties
⟨S²⟩	2.00
LUMO level (alpha / beta)	-10.05 / -10.04	eV
HOMO-LUMO gap (alpha / beta)	6.714 / 6.719	eV

The following is a DFT calculation (the ωB97M-V functional and the def2-TZVPD basis) of one molecule with the formula C6H8Cl2OSSi in a non-equilibrium geometry.

```
! RIJCOSX wB97M-V def2-TZVPD def2/J DEFGRID3
* xyz 0 1
C -3.164 -1.111 0.207
C -2.106 -1.136 1.303
O -0.969 -0.562 0.742
Si 0.108 -1.050 -0.334
Cl 1.073 -2.667 0.149
Cl -0.769 -1.127 -2.183
C 1.350 0.519 -0.533
C 2.748 0.634 -0.712
C 3.191 1.925 -0.547
C 2.224 2.764 -0.059
S 0.679 2.028 -0.118
H -4.032 -0.445 0.452
H -2.742 -0.715 -0.788
H -3.448 -2.169 0.016
H -1.885 -2.184 1.564
H -2.274 -0.592 2.267
H 3.397 -0.064 -1.329
H 4.247 2.177 -0.483
H 2.373 3.776 0.387
*
```

Properties
LUMO level	0.62	eV
relative energy (zero: lowest compared OMol25 entry of this formula, charge and spin)	0.0	kcal per mole
structure (SMILES)	CCO[Si](Cl)(Cl)c1cccs1
HOMO-LUMO gap	9.310	eV

The following is a DFT calculation (the ωB97M-V functional and the def2-TZVPD basis) of C26H68Mn2N4O14S as an isolated structure in a non-equilibrium geometry.

```
! RIJCOSX wB97M-V def2-TZVPD def2/J DEFGRID3
* xyz 2 11
Mn 0.875 0.970 4.071
Mn -0.388 -0.474 -1.159
S 0.986 0.604 0.851
O 0.541 0.486 2.264
O -0.108 1.043 -0.054
O 2.133 1.486 0.804
O 1.272 -0.686 0.186
C 2.538 -5.672 -5.242
O 2.082 -5.592 -3.901
C 3.034 -5.851 -2.885
C 2.446 -5.454 -1.563
N 2.788 -4.143 -1.002
C 3.966 -4.152 -0.083
C 4.385 -2.745 0.182
O 4.889 -2.091 -0.944
C 5.663 -0.922 -0.702
H 1.700 -5.366 -5.864
H 2.920 -6.683 -5.391
H 3.333 -4.999 -5.590
H 3.977 -5.358 -3.148
H 3.289 -6.909 -2.745
H 2.358 -6.248 -0.822
H 1.397 -5.233 -1.814
H 3.253 -3.650 -1.770
H 4.827 -4.764 -0.383
H 3.649 -4.672 0.827
H 5.199 -2.853 0.917
H 3.597 -2.190 0.705
H 6.049 -0.434 -1.590
H 6.502 -1.247 -0.080
H 5.011 -0.244 -0.142
C -2.365 -1.746 1.030
O -1.342 -1.990 0.092
C -1.128 -3.338 -0.307
C -0.773 -3.339 -1.773
N 0.384 -2.453 -1.927
C 0.630 -2.030 -3.309
C 1.577 -0.792 -3.328
O 0.939 0.353 -2.716
C 1.565 1.584 -2.990
H -3.300 -2.224 0.719
H -2.538 -0.678 1.148
H -2.119 -2.221 1.984
H -2.054 -3.923 -0.268
H -0.424 -3.802 0.387
H -1.632 -2.970 -2.342
H -0.635 -4.355 -2.156
H 1.198 -2.826 -1.440
H -0.284 -1.909 -3.901
H 1.046 -2.792 -3.983
H 1.893 -0.561 -4.347
H 2.500 -0.899 -2.749
H 1.714 1.817 -4.045
H 2.523 1.709 -2.470
H 1.035 2.443 -2.575
C 0.207 4.013 2.880
O -0.070 2.877 3.709
C -1.435 2.533 3.676
C -1.773 1.709 4.895
N -0.994 0.431 5.040
C -1.656 -0.662 4.348
C -1.047 -2.043 4.643
O 0.133 -2.155 3.909
C 0.774 -3.411 3.984
H -0.102 3.816 1.847
H 1.278 4.179 2.797
H -0.334 4.881 3.254
H -1.726 2.015 2.757
H -2.073 3.407 3.848
H -2.847 1.518 4.961
H -1.598 2.317 5.786
H -1.172 0.164 6.008
H -1.717 -0.418 3.288
H -2.685 -0.799 4.706
H -1.790 -2.826 4.439
H -0.837 -2.164 5.717
H 1.766 -3.256 3.559
H 0.248 -4.048 3.257
H 0.814 -3.926 4.944
C -6.661 3.844 -3.963
O -5.973 3.695 -2.737
C -6.312 2.543 -2.029
C -6.209 2.713 -0.521
N -5.006 3.467 -0.170
C -3.754 2.726 -0.191
C -2.589 3.745 -0.433
O -2.688 4.323 -1.705
C -2.238 3.598 -2.791
H -6.509 2.994 -4.639
H -6.269 4.694 -4.515
H -7.730 3.939 -3.763
H -5.731 1.686 -2.399
H -7.352 2.234 -2.211
H -6.172 1.725 -0.043
H -7.044 3.287 -0.121
H -5.163 4.038 0.644
H -3.793 1.923 -0.924
H -3.556 2.307 0.810
H -1.662 3.165 -0.354
H -2.672 4.507 0.339
H -2.930 2.850 -3.203
H -1.281 3.062 -2.705
H -2.091 4.277 -3.633
C 4.283 2.372 3.519
O 2.869 1.992 3.394
H 4.732 1.737 2.753
H 4.551 3.420 3.415
H 4.523 1.982 4.507
H 2.742 1.957 2.418
C 2.251 5.741 0.094
O 2.635 4.445 -0.494
H 3.234 6.187 0.226
H 1.604 6.150 -0.680
H 1.719 5.700 1.044
H 2.307 3.805 0.143
*
```

Properties
⟨S²⟩	30.01
LUMO level (alpha / beta)	-5.13 / -5.63	eV
relative energy (zero: lowest compared OMol25 entry of this formula, charge and spin)	48.6	kcal per mole
HOMO-LUMO gap (alpha / beta)	6.888 / 6.386	eV

The following is a DFT calculation (the ωB97M-V functional and the def2-TZVPD basis) of C18H27ClMoN2O as an isolated structure in a non-equilibrium geometry.

```
! RIJCOSX wB97M-V def2-TZVPD def2/J DEFGRID3
* xyz -2 3
Mo 0.779 0.008 3.802
Cl 1.400 -2.051 2.404
C 0.642 1.458 1.753
C 0.186 1.769 0.442
C 0.014 3.159 0.129
C 0.577 4.148 0.971
C 1.230 3.772 2.159
C 1.193 2.421 2.612
H -0.092 0.953 -0.299
H -0.431 3.465 -0.830
H 1.587 4.548 2.845
H 1.793 2.105 3.517
C 0.463 5.635 0.691
H 0.620 6.180 1.632
H -0.501 5.930 0.259
H 1.252 5.964 0.006
C -1.573 -2.273 -2.103
N -1.430 -1.717 -0.816
H -0.013 -2.607 -3.667
N 0.482 -1.566 -1.705
H -2.537 -2.733 -2.386
C -2.410 -1.643 0.248
C -3.599 -0.781 -0.229
C -2.758 -3.076 0.655
H -4.000 -1.227 -1.140
H -4.393 -0.816 0.538
H -3.290 0.265 -0.437
H -2.669 -0.825 2.201
H -1.486 0.111 1.336
H -1.818 -3.559 1.017
C -1.822 -0.931 1.518
H -3.180 -3.552 -0.239
H -3.549 -2.984 1.425
H -1.210 -1.625 2.128
C -0.355 -2.155 -2.706
C 2.537 -2.633 -1.564
H 2.236 -3.385 -2.314
H 3.618 -2.504 -1.601
C 1.910 -1.265 -1.750
H 3.440 -0.250 -0.611
C 2.213 -0.530 -3.049
H 1.731 0.459 -3.015
H 2.300 -2.957 -0.537
H 1.961 -0.890 0.374
H 1.913 -1.057 -3.966
H 3.291 -0.330 -3.105
C 2.310 -0.329 -0.543
H 1.725 0.628 -0.621
C -0.274 -1.015 -0.749
O -0.010 0.289 5.318
*
```

Properties
⟨S²⟩	2.03
LUMO level (alpha / beta)	4.65 / 4.64	eV
relative energy (zero: lowest compared OMol25 entry of this formula, charge and spin)	50.8	kcal per mole
HOMO-LUMO gap (alpha / beta)	2.453 / 2.537	eV

The following is a DFT calculation (the ωB97M-V functional and the def2-TZVPD basis) of a 2-piece molecular cluster, C4H12N2O overall in a non-equilibrium geometry.

```
! RIJCOSX wB97M-V def2-TZVPD def2/J DEFGRID3
* xyz 0 1
C -2.573 -0.573 -0.664
C -1.366 0.367 -0.669
C -0.138 -0.398 -0.166
N 0.985 0.520 0.045
C 2.141 0.196 -0.380
N 2.705 -1.049 -0.450
H -2.468 -1.367 0.078
H -2.673 -1.079 -1.625
H -3.494 -0.047 -0.440
H -1.464 1.275 -0.094
H -1.123 0.670 -1.689
H -0.394 -0.761 0.843
H 0.027 -1.305 -0.755
H 2.836 0.985 -0.678
H 3.697 -1.062 -0.612
H 2.357 -1.816 0.100
O 0.081 1.607 2.635
H 0.590 1.289 1.871
H 0.273 2.548 2.651
*
```

Properties
LUMO level	0.79	eV
relative energy (zero: lowest compared OMol25 entry of this formula, charge and spin)	32.4	kcal per mole
structure (SMILES)	CCC/N=C\N.O
HOMO-LUMO gap	9.580	eV

The following is a DFT calculation (the ωB97M-V functional and the def2-TZVPD basis) of C40H50N2O14S as an isolated structure in a non-equilibrium geometry.

```
! RIJCOSX wB97M-V def2-TZVPD def2/J DEFGRID3
* xyz 0 1
C -1.626 -0.032 -0.129
C -2.427 0.831 -0.891
C -2.091 1.007 -2.241
C -0.996 0.343 -2.819
C -0.767 0.573 -4.288
C 0.187 1.377 -4.846
C 0.302 1.472 -6.302
C -0.520 0.805 -7.175
C -1.561 -0.040 -6.646
N -2.503 -0.786 -7.267
S -3.337 -1.478 -6.057
N -2.588 -0.945 -4.673
C -1.637 -0.142 -5.205
C -0.203 -0.515 -2.041
C -0.525 -0.694 -0.691
H -1.855 -0.213 0.930
H -3.297 1.323 -0.441
H -2.719 1.664 -2.855
H 0.854 1.952 -4.194
H 1.063 2.102 -6.777
H -0.391 0.914 -8.255
H 0.638 -1.055 -2.495
H 0.046 -1.342 -0.016
O 1.490 3.144 -1.538
C 2.559 2.921 -2.022
O 2.731 2.139 -3.125
C 4.136 1.978 -3.389
C 4.809 3.156 -2.708
C 3.901 3.398 -1.509
H 4.459 1.019 -2.976
H 4.305 1.973 -4.465
H 5.847 2.964 -2.442
H 4.787 4.027 -3.366
H 4.188 2.790 -0.650
H 3.861 4.449 -1.236
O -6.943 -2.876 -0.119
C -6.026 -3.034 -0.872
O -4.851 -2.369 -0.767
C -4.001 -2.699 -1.883
C -4.516 -4.035 -2.390
C -6.005 -3.943 -2.085
H -4.081 -1.912 -2.635
H -2.967 -2.759 -1.548
H -4.289 -4.210 -3.441
H -4.073 -4.848 -1.810
H -6.560 -3.466 -2.894
H -6.433 -4.914 -1.850
O 7.928 3.396 -2.565
C 8.327 3.493 -3.691
O 8.152 4.602 -4.450
C 8.643 4.364 -5.780
C 9.633 3.221 -5.641
C 9.039 2.422 -4.489
H 7.797 4.106 -6.422
H 9.110 5.270 -6.162
H 9.760 2.648 -6.558
H 10.611 3.610 -5.351
H 8.305 1.691 -4.834
H 9.807 1.937 -3.891
O 1.493 -2.066 1.743
C 2.540 -2.281 1.207
O 2.665 -3.039 0.087
C 4.054 -3.195 -0.242
C 4.757 -2.029 0.430
C 3.901 -1.810 1.671
H 4.395 -4.161 0.138
H 4.175 -3.181 -1.324
H 5.806 -2.225 0.646
H 4.705 -1.146 -0.211
H 4.225 -2.433 2.506
H 3.871 -0.764 1.965
O -1.330 0.980 5.187
C -2.036 0.118 4.747
O -2.718 0.220 3.568
C -3.553 -0.940 3.399
C -2.931 -2.015 4.271
C -2.346 -1.205 5.415
H -4.569 -0.688 3.711
H -3.568 -1.224 2.347
H -3.644 -2.776 4.588
H -2.127 -2.516 3.728
H -3.074 -1.037 6.210
H -1.446 -1.660 5.812
O -4.163 5.553 4.640
C -3.690 4.981 3.700
O -3.785 5.438 2.423
C -3.215 4.476 1.520
C -2.269 3.645 2.368
C -2.957 3.658 3.725
H -4.025 3.878 1.093
H -2.699 4.995 0.714
H -2.097 2.646 1.970
H -1.302 4.147 2.442
H -3.684 2.849 3.820
H -2.239 3.623 4.540
O -1.814 -3.753 6.774
C -2.676 -4.038 7.553
O -2.955 -5.312 7.925
C -4.108 -5.329 8.782
C -4.195 -3.927 9.361
C -3.634 -3.078 8.229
H -4.984 -5.586 8.182
H -3.977 -6.085 9.553
H -5.203 -3.649 9.664
H -3.547 -3.847 10.236
H -4.406 -2.787 7.514
H -3.108 -2.201 8.601
*
```

Properties
LUMO level	-0.47	eV
HOMO-LUMO gap	8.207	eV

The following is a DFT calculation (the ωB97M-V functional and the def2-TZVPD basis) of C3HO4 as an isolated structure in a non-equilibrium geometry.

```
! RIJCOSX wB97M-V def2-TZVPD def2/J DEFGRID3
* xyz -1 1
C -1.334 -0.241 -0.140
C 1.344 -0.225 0.034
C -0.060 0.444 0.088
O 1.883 0.445 -0.858
O -1.959 -0.808 -0.986
O 1.677 -1.179 0.699
O -1.485 0.040 1.107
H -0.064 1.524 0.057
*
```

Properties
LUMO level	4.07	eV
relative energy (zero: lowest compared OMol25 entry of this formula, charge and spin)	11.2	kcal per mole
HOMO-LUMO gap	9.406	eV

The following is a DFT calculation (the ωB97M-V functional and the def2-TZVPD basis) of one molecule with the formula C6H6Cl2N2 in a non-equilibrium geometry.

```
! RIJCOSX wB97M-V def2-TZVPD def2/J DEFGRID3
* xyz 0 1
C -2.036 -1.591 0.626
C -2.913 -0.640 0.172
C -2.620 0.529 -0.416
C 0.321 0.541 0.947
C 0.620 1.279 1.928
C -0.059 -0.066 -1.348
N -0.751 -1.350 0.575
N -0.384 -0.059 0.110
Cl -4.701 -1.290 0.161
Cl -3.467 1.628 -1.270
H -2.311 -2.576 0.898
H 1.497 1.155 2.474
H -0.107 2.216 2.166
H -0.346 0.851 -1.943
H 0.983 -0.325 -1.586
H -0.739 -0.704 -1.840
*
```

Properties
LUMO level (alpha / beta)	-0.34 / -0.34	eV
relative energy (zero: lowest compared OMol25 entry of this formula, charge and spin)	129.4	kcal per mole
HOMO-LUMO gap (alpha / beta)	6.916 / 6.914	eV

The following is a DFT calculation (the ωB97M-V functional and the def2-TZVPD basis) of C33H14BrF4N14STi as an isolated structure in a non-equilibrium geometry.

```
! RIJCOSX wB97M-V def2-TZVPD def2/J DEFGRID3
* xyz 1 1
Ti -0.166 0.609 -0.099
N -2.130 -0.894 3.537
C -1.132 -0.274 2.897
S -1.026 1.410 2.826
N -0.228 -1.098 2.336
N 0.654 -0.429 1.576
C 1.875 -0.824 1.503
C 2.694 -0.227 0.464
C 4.044 -0.512 0.313
C 4.739 0.114 -0.707
C 4.073 1.012 -1.530
C 2.726 1.231 -1.327
N 2.037 0.613 -0.359
H -2.796 -0.356 4.063
H -2.135 -1.898 3.593
H 2.255 -1.580 2.182
H 4.523 -1.212 0.982
H 5.790 -0.092 -0.859
H 4.586 1.531 -2.327
H 2.163 1.913 -1.949
N -0.075 0.884 -2.077
C -0.101 0.469 -3.173
C -0.150 -0.014 -4.442
C 0.958 -0.773 -4.901
N 1.848 -1.422 -5.239
C -1.325 0.167 -5.223
N -2.285 0.316 -5.838
F -0.140 -5.905 -3.774
C 0.953 -5.157 -3.755
C 1.986 -5.470 -4.552
F 1.891 -6.523 -5.339
C 3.215 -4.691 -4.588
C 3.248 -3.577 -3.658
C 2.206 -3.266 -2.881
F 2.297 -2.188 -2.091
C 0.965 -3.999 -2.888
C -0.130 -3.632 -2.150
C -0.166 -2.424 -1.388
N -0.301 -1.468 -0.767
C -1.367 -4.350 -2.090
N -2.378 -4.876 -1.955
F 4.332 -2.820 -3.601
C 4.242 -4.965 -5.433
C 5.455 -4.200 -5.470
N 6.454 -3.636 -5.513
C 4.237 -6.042 -6.379
N 4.316 -6.885 -7.155
Br -2.501 0.857 -0.109
N 4.005 8.515 5.628
C 3.475 7.841 4.865
C 2.810 6.993 3.913
C 2.819 7.331 2.561
C 2.191 6.508 1.643
C 1.551 5.364 2.091
C 1.518 5.025 3.435
C 2.160 5.841 4.349
N 0.900 4.509 1.147
C 0.044 4.888 0.130
C -0.388 3.742 -0.448
N 0.190 2.671 0.203
C 0.963 3.173 1.151
H 3.326 8.228 2.236
H 2.212 6.747 0.588
H 0.977 4.147 3.766
H 2.146 5.599 5.403
H -0.193 5.920 -0.055
H -1.083 3.601 -1.258
H 1.548 2.607 1.856
*
```

Properties
LUMO level (alpha / beta)	-5.92 / -5.92	eV
relative energy (zero: lowest compared OMol25 entry of this formula, charge and spin)	27.7	kcal per mole
HOMO-LUMO gap (alpha / beta)	5.257 / 5.258	eV